Model w:
A 16-piece molecular cluster, C64H176N16O16 overall, computed with ωB97M-V/def2-TZVPD.

Results
* lowest unoccupied orbital energy: 0.6 eV
* orbital gap: 8.69 eV

ORCA input file:
```
! RIJCOSX wB97M-V def2-TZVPD def2/J DEFGRID3
* xyz 0 1
C 11.55 14.42 11.79
C 12.46 13.78 12.76
C 11.63 13.18 13.94
O 11.08 14.18 14.71
C 10.44 13.65 15.87
N 13.27 12.71 12.17
H 10.98 15.22 12.30
H 10.87 13.74 11.31
H 12.19 14.90 11.03
H 13.09 14.52 13.24
H 12.33 12.67 14.53
H 10.85 12.49 13.45
H 9.58 13.03 15.54
H 10.10 14.54 16.35
H 11.07 12.96 16.49
H 12.80 11.83 12.36
H 13.34 12.81 11.19
C 15.10 11.80 22.61
C 16.47 12.43 22.76
C 17.49 11.37 23.09
O 17.60 10.38 22.11
C 18.04 9.09 22.49
N 16.84 13.18 21.60
H 15.11 11.23 21.69
H 14.36 12.60 22.54
H 14.92 11.07 23.49
H 16.60 13.02 23.70
H 17.10 10.93 24.02
H 18.49 11.87 23.32
H 17.97 8.58 21.53
H 17.52 8.63 23.31
H 19.11 9.10 22.69
H 16.76 14.18 21.76
H 16.44 12.88 20.78
C 15.63 9.37 17.44
C 16.16 10.73 17.98
C 15.05 11.39 18.72
O 15.37 12.72 19.01
C 14.31 13.56 19.39
N 17.38 10.52 18.80
H 14.76 9.56 16.81
H 15.33 8.82 18.39
H 16.40 8.77 16.94
H 16.39 11.37 17.17
H 14.78 10.84 19.58
H 14.14 11.32 18.09
H 13.50 13.10 20.07
H 13.76 13.90 18.53
H 14.70 14.42 19.88
H 17.86 11.46 18.84
H 17.20 10.22 19.73
C 18.58 18.32 15.32
C 18.58 19.72 15.96
C 17.32 19.95 16.81
O 16.19 19.85 15.98
C 15.89 21.07 15.38
N 19.78 20.07 16.64
H 18.90 17.59 16.10
H 19.27 18.26 14.42
H 17.57 18.19 15.02
H 18.43 20.38 15.08
H 17.39 20.86 17.38
H 17.17 19.13 17.51
H 15.57 21.82 16.08
H 15.07 20.94 14.66
H 16.76 21.37 14.70
H 19.69 21.02 17.00
H 20.57 20.25 15.97
C 24.09 13.12 15.42
C 23.35 14.47 15.40
C 22.18 14.56 14.40
O 21.54 15.83 14.45
C 21.57 16.67 13.29
N 22.95 14.85 16.76
H 24.65 12.82 14.54
H 23.37 12.28 15.38
H 24.80 13.01 16.26
H 24.07 15.27 15.11
H 21.40 13.81 14.68
H 22.54 14.34 13.41
H 22.58 16.75 12.78
H 21.37 17.65 13.73
H 20.82 16.29 12.56
H 22.21 14.28 17.15
H 22.62 15.79 16.78
C 12.02 14.58 28.00
C 11.95 15.15 26.56
C 10.73 16.12 26.24
O 9.47 15.45 26.58
C 8.25 16.06 26.16
N 13.11 15.92 26.25
H 11.11 13.97 28.19
H 12.16 15.43 28.71
H 12.83 13.90 28.07
H 11.75 14.39 25.85
H 10.63 16.40 25.19
H 10.73 17.00 26.90
H 8.24 16.72 25.32
H 7.97 16.70 26.93
H 7.47 15.28 26.03
H 13.29 16.23 25.29
H 13.98 15.81 26.74
C 23.29 20.41 19.67
C 22.69 19.65 18.55
C 23.72 18.88 17.65
O 24.57 19.92 16.99
C 25.54 19.21 16.22
N 21.75 18.76 19.20
H 23.95 19.79 20.32
H 22.50 20.84 20.30
H 23.85 21.22 19.32
H 22.16 20.22 17.84
H 23.15 18.46 16.81
H 24.32 18.10 18.20
H 26.44 19.79 16.23
H 25.16 18.96 15.20
H 25.89 18.26 16.75
H 21.20 18.24 18.53
H 22.20 18.11 19.85
C 20.68 10.89 14.86
C 20.38 10.24 16.26
C 20.31 11.45 17.20
O 21.57 12.21 17.27
C 22.67 11.51 17.76
N 19.05 9.71 16.24
H 20.38 10.26 13.96
H 21.77 11.14 14.73
H 20.00 11.75 14.73
H 21.17 9.52 16.56
H 20.02 11.05 18.17
H 19.55 12.22 16.92
H 22.38 11.02 18.71
H 23.51 12.13 17.94
H 23.01 10.70 17.04
H 18.88 8.94 15.62
H 18.65 9.57 17.16
C 11.35 16.71 20.23
C 11.29 16.00 18.86
C 12.49 16.36 17.93
O 12.41 17.67 17.57
C 13.14 17.88 16.33
N 11.18 14.58 19.05
H 10.50 16.60 20.93
H 11.32 17.84 20.07
H 12.27 16.46 20.73
H 10.41 16.44 18.27
H 12.43 15.74 16.96
H 13.39 16.06 18.47
H 14.21 18.05 16.56
H 12.76 18.77 15.89
H 13.11 17.02 15.63
H 10.81 13.97 18.35
H 10.63 14.43 19.90
C 15.73 13.20 26.44
C 16.77 14.29 26.87
C 18.12 14.13 26.10
O 18.61 12.77 26.11
C 20.01 12.75 25.82
N 16.20 15.57 26.71
H 16.17 12.26 26.55
H 15.65 13.38 25.35
H 14.88 13.26 27.11
H 17.10 14.15 27.89
H 18.90 14.72 26.58
H 17.89 14.46 25.09
H 20.23 13.39 24.94
H 20.23 11.66 25.68
H 20.52 13.15 26.71
H 16.01 15.80 25.74
H 16.85 16.38 26.98
C 18.11 20.18 21.01
C 19.16 19.44 21.84
C 19.40 18.03 21.34
O 18.23 17.21 21.67
C 18.28 16.70 23.02
N 20.34 20.28 21.86
H 17.06 19.81 21.03
H 18.52 20.20 19.98
H 17.99 21.25 21.33
H 18.72 19.42 22.84
H 20.28 17.59 21.88
H 19.56 17.90 20.28
H 19.17 16.08 23.17
H 17.41 16.02 23.14
H 18.11 17.42 23.77
H 20.77 20.22 22.80
H 20.99 19.99 21.12
C 21.13 22.58 13.18
C 22.31 22.35 14.16
C 22.23 23.30 15.34
O 22.30 24.64 14.94
C 23.27 25.55 15.47
N 22.29 21.03 14.75
H 21.34 23.55 12.69
H 20.18 22.65 13.74
H 21.02 21.84 12.37
H 23.31 22.53 13.74
H 23.11 23.03 16.00
H 21.30 23.21 15.95
H 23.07 26.54 15.08
H 24.26 25.31 15.13
H 23.36 25.57 16.56
H 23.14 20.87 15.29
H 22.26 20.26 14.07
C 22.31 15.88 23.16
C 22.69 15.01 21.99
C 21.45 14.33 21.35
O 20.99 13.22 22.15
C 20.37 12.17 21.46
N 23.43 15.85 20.99
H 21.44 15.46 23.71
H 21.96 16.82 22.75
H 23.22 15.88 23.85
H 23.30 14.21 22.40
H 21.70 13.94 20.36
H 20.63 15.09 21.19
H 20.21 11.44 22.24
H 21.06 11.73 20.65
H 19.46 12.51 20.99
H 23.91 15.25 20.26
H 24.22 16.27 21.52
C 17.44 11.93 13.10
C 16.65 12.01 14.44
C 16.51 13.50 14.75
O 17.80 13.93 15.13
C 17.98 15.34 14.92
N 15.35 11.33 14.50
H 16.95 12.53 12.32
H 17.47 10.89 12.79
H 18.43 12.32 13.25
H 17.33 11.56 15.24
H 15.88 13.69 15.60
H 16.07 14.17 13.97
H 17.47 15.65 13.98
H 18.99 15.68 14.98
H 17.45 15.81 15.72
H 14.78 11.65 13.71
H 15.47 10.31 14.56
C 14.35 20.41 23.86
C 14.39 18.99 24.45
C 15.00 18.06 23.46
O 15.01 16.74 23.95
C 14.67 15.87 22.94
N 15.29 18.89 25.61
H 13.99 20.22 22.87
H 15.30 20.84 23.78
H 13.81 21.10 24.47
H 13.36 18.65 24.54
H 16.04 18.29 23.34
H 14.41 18.09 22.54
H 14.64 14.79 23.29
H 15.34 15.86 22.09
H 13.68 16.12 22.62
H 14.77 19.27 26.39
H 15.36 17.88 25.78
C 19.77 15.16 18.14
C 18.49 15.04 18.91
C 17.62 16.32 18.71
O 16.32 16.16 19.18
C 15.80 17.43 19.60
N 17.83 13.83 18.51
H 19.63 15.37 17.07
H 20.35 14.26 18.29
H 20.41 15.98 18.50
H 18.67 15.10 19.98
H 17.75 16.62 17.65
H 18.02 17.08 19.36
H 15.62 18.08 18.74
H 16.46 17.79 20.44
H 14.82 17.13 19.96
H 17.85 13.76 17.50
H 16.86 13.72 18.80
*
```

Model x:
A 16-piece molecular cluster, C64H176N16O16 overall, computed with ωB97M-V/def2-TZVPD.

Results
* lowest unoccupied orbital energy: 0.5 eV
* orbital gap: 8.88 eV

ORCA input file:
```
! RIJCOSX wB97M-V def2-TZVPD def2/J DEFGRID3
* xyz 0 1
C -5.89 -0.71 1.00
C -7.14 -1.45 1.48
C -7.55 -2.40 0.38
O -8.01 -1.61 -0.71
C -8.20 -2.44 -1.80
N -6.86 -2.12 2.71
H -5.22 -1.37 0.50
H -5.39 -0.06 1.73
H -6.22 -0.03 0.22
H -7.96 -0.63 1.62
H -8.38 -2.99 0.80
H -6.75 -3.07 0.06
H -8.93 -3.18 -1.51
H -7.28 -3.02 -1.88
H -8.48 -1.89 -2.65
H -7.56 -2.43 3.29
H -6.18 -1.61 3.26
C 7.26 -2.60 1.38
C 5.87 -2.40 2.04
C 4.86 -1.55 1.18
O 3.55 -1.51 1.76
C 2.66 -0.73 0.96
N 5.26 -3.67 2.45
H 7.55 -1.68 0.96
H 7.22 -3.40 0.62
H 8.04 -2.87 2.12
H 6.01 -1.80 2.93
H 4.74 -1.96 0.17
H 5.30 -0.53 1.16
H 1.83 -0.47 1.64
H 2.15 -1.36 0.16
H 3.16 0.17 0.58
H 5.89 -4.06 3.16
H 4.32 -3.56 2.87
C 5.85 1.13 4.27
C 4.51 1.80 3.90
C 4.61 3.31 3.74
O 3.33 3.88 3.56
C 3.49 5.20 3.12
N 4.00 1.18 2.67
H 6.14 1.61 5.21
H 6.66 1.23 3.53
H 5.78 0.03 4.44
H 3.77 1.66 4.71
H 5.23 3.63 2.91
H 5.01 3.79 4.66
H 4.38 5.71 3.66
H 2.56 5.80 3.36
H 3.75 5.25 2.04
H 3.16 1.72 2.41
H 3.78 0.21 2.90
C 3.49 -5.71 -0.33
C 3.23 -4.45 -1.16
C 4.31 -4.07 -2.16
O 4.03 -2.84 -2.73
C 5.03 -2.02 -3.27
N 1.94 -4.71 -1.89
H 4.42 -5.50 0.19
H 3.57 -6.56 -1.04
H 2.74 -5.77 0.51
H 3.24 -3.69 -0.48
H 4.42 -4.83 -2.95
H 5.21 -4.02 -1.62
H 5.95 -1.99 -2.62
H 4.62 -1.00 -3.34
H 5.34 -2.36 -4.26
H 1.77 -3.77 -2.30
H 1.23 -4.77 -1.18
C 0.57 8.82 -0.46
C 1.90 8.30 0.05
C 2.05 6.82 -0.27
O 1.26 6.10 0.65
C 1.46 4.70 0.34
N 3.03 9.09 -0.49
H 0.65 9.90 -0.38
H -0.29 8.50 0.14
H 0.45 8.43 -1.46
H 2.00 8.28 1.11
H 3.08 6.50 -0.14
H 1.65 6.61 -1.26
H 0.89 4.16 1.04
H 2.51 4.42 0.54
H 1.21 4.50 -0.74
H 2.84 9.30 -1.45
H 3.92 8.66 -0.37
C 0.57 4.17 6.53
C 0.53 2.79 5.92
C -0.72 2.02 6.23
O -0.80 1.75 7.61
C -2.02 1.60 8.25
N 0.71 2.79 4.47
H -0.36 4.74 6.23
H 1.39 4.78 6.16
H 0.51 4.15 7.65
H 1.30 2.17 6.34
H -0.60 1.02 5.60
H -1.61 2.56 5.91
H -1.82 0.98 9.15
H -2.64 0.95 7.63
H -2.51 2.59 8.57
H -0.07 3.35 4.12
H 1.58 3.32 4.31
C 3.28 2.24 -1.26
C 4.76 2.30 -0.80
C 5.71 1.82 -1.91
O 5.49 2.55 -3.07
C 6.59 2.45 -3.96
N 5.06 3.60 -0.16
H 3.26 1.30 -1.78
H 3.04 3.09 -1.90
H 2.52 2.22 -0.50
H 4.91 1.57 0.05
H 5.46 0.78 -2.10
H 6.72 1.94 -1.62
H 7.40 2.99 -3.56
H 6.36 2.92 -4.87
H 6.84 1.38 -4.10
H 4.96 4.40 -0.75
H 5.91 3.70 0.39
C 0.11 3.37 -4.80
C -0.98 2.71 -3.98
C -1.79 3.73 -3.12
O -1.05 4.07 -1.97
C -1.35 5.35 -1.39
N -1.87 1.96 -4.83
H -0.35 4.01 -5.55
H 0.72 2.59 -5.29
H 0.68 4.03 -4.13
H -0.46 2.11 -3.18
H -2.69 3.25 -2.81
H -2.07 4.59 -3.77
H -1.51 6.11 -2.24
H -0.58 5.61 -0.66
H -2.27 5.33 -0.85
H -2.16 2.35 -5.71
H -2.23 1.06 -4.63
C -1.99 6.11 2.56
C -2.74 4.85 2.93
C -3.97 4.50 2.09
O -4.62 3.46 2.78
C -5.69 2.92 2.10
N -1.75 3.79 3.13
H -1.51 6.11 1.59
H -1.19 6.21 3.28
H -2.65 7.02 2.51
H -3.13 5.04 3.95
H -3.62 4.17 1.10
H -4.74 5.32 1.99
H -6.53 2.70 2.77
H -5.30 2.06 1.62
H -6.11 3.60 1.32
H -1.35 3.45 2.24
H -2.23 2.96 3.42
C -2.59 -0.93 3.43
C -2.98 -1.75 4.65
C -3.99 -0.82 5.38
O -4.95 -0.34 4.47
C -5.58 0.90 4.81
N -3.43 -3.00 4.15
H -3.38 -0.91 2.69
H -1.72 -1.40 2.94
H -2.28 0.11 3.72
H -2.23 -1.89 5.43
H -3.50 0.07 5.86
H -4.54 -1.47 6.14
H -6.49 1.06 4.16
H -4.86 1.69 4.64
H -6.01 0.88 5.79
H -3.78 -3.58 4.94
H -4.14 -2.86 3.48
C 0.71 -2.31 4.52
C 1.10 -0.93 5.00
C 2.42 -0.94 5.67
O 2.48 -1.69 6.91
C 2.10 -0.91 8.04
N 1.11 -0.03 3.81
H 0.90 -2.98 5.40
H 1.28 -2.54 3.61
H -0.39 -2.49 4.24
H 0.39 -0.52 5.76
H 2.81 0.07 5.78
H 3.18 -1.40 5.01
H 2.73 -1.20 8.90
H 1.01 -0.99 8.19
H 2.46 0.08 7.90
H 0.19 -0.25 3.37
H 1.11 0.96 4.04
C -1.80 -4.13 -6.51
C -1.88 -4.42 -5.01
C -1.79 -5.97 -4.77
O -3.15 -6.48 -4.87
C -3.24 -7.80 -4.31
N -0.75 -3.72 -4.29
H -2.77 -3.90 -6.94
H -1.27 -4.92 -7.01
H -1.36 -3.15 -6.72
H -2.77 -4.01 -4.56
H -1.40 -5.99 -3.74
H -1.10 -6.36 -5.51
H -2.40 -8.50 -4.57
H -4.21 -8.19 -4.67
H -3.28 -7.67 -3.23
H -0.79 -3.95 -3.28
H 0.14 -4.00 -4.74
C -2.74 -3.31 -0.24
C -1.40 -4.05 -0.42
C -0.68 -4.18 0.94
O 0.14 -5.33 1.01
C 0.67 -5.65 2.27
N -1.68 -5.28 -1.09
H -3.07 -3.15 -1.25
H -2.64 -2.33 0.22
H -3.43 -3.90 0.31
H -0.68 -3.40 -0.98
H -1.40 -4.25 1.82
H -0.11 -3.25 1.13
H 0.02 -6.36 2.76
H 0.77 -4.79 2.98
H 1.68 -6.09 2.16
H -0.95 -5.80 -1.44
H -2.11 -5.93 -0.49
C -4.34 -0.70 -3.06
C -4.09 -1.18 -4.46
C -4.85 -0.28 -5.43
O -6.24 -0.46 -5.41
C -6.78 0.37 -6.51
N -2.67 -1.09 -4.80
H -5.38 -0.34 -2.97
H -3.70 0.19 -2.83
H -4.09 -1.42 -2.26
H -4.44 -2.22 -4.63
H -4.51 -0.49 -6.52
H -4.69 0.76 -5.26
H -6.50 -0.06 -7.46
H -6.27 1.36 -6.39
H -7.81 0.44 -6.44
H -2.61 -1.19 -5.85
H -2.07 -1.72 -4.30
C 1.45 -1.69 -6.40
C 1.95 -3.09 -6.83
C 3.40 -2.98 -7.46
O 3.93 -4.26 -7.89
C 5.17 -4.10 -8.54
N 1.98 -3.91 -5.63
H 1.53 -0.93 -7.22
H 2.07 -1.31 -5.57
H 0.36 -1.75 -6.17
H 1.31 -3.53 -7.59
H 4.07 -2.50 -6.72
H 3.31 -2.30 -8.27
H 5.99 -3.65 -7.89
H 4.95 -3.39 -9.35
H 5.46 -5.08 -8.96
H 2.65 -4.73 -5.71
H 2.34 -3.39 -4.86
C -2.67 0.58 0.38
C -1.17 0.40 0.14
C -0.88 -0.08 -1.32
O 0.44 -0.51 -1.50
C 0.66 -1.12 -2.74
N -0.46 1.64 0.37
H -2.82 1.14 1.28
H -3.21 -0.38 0.44
H -3.07 1.28 -0.32
H -0.76 -0.29 0.83
H -1.13 0.77 -1.91
H -1.60 -0.85 -1.64
H 0.00 -2.05 -2.76
H 1.70 -1.46 -2.95
H 0.34 -0.46 -3.60
H -0.61 2.45 -0.30
H 0.55 1.43 0.23
*
```

Most stable structure, least stable structure: model x, model w.